Entry 1:
Here is a 16-piece molecular cluster, C16H64O24 overall in a non-equilibrium geometry from OMol25. Energies are from wB97M-V/def2-TZVPD.

Values from the calculation:
2S+1: 1
Net charge: 0
E_HOMO (eV): -9.59
Calculated total energy (Ha): -2453.58381
Energy above the lowest of the compared OMol25 structures with the same formula, charge and spin (kJ/mol): 108.5
Gap between HOMO and LUMO (eV): 9.715

Last column: Löwdin charge in e.
Geometry (Å):
C: 4.02348 -2.76481 -1.00536  -0.2093
C: 5.23919 -1.84645 -0.93855  -0.1985
O: 4.74197 -0.52120 -0.61018  -0.0655
O: 3.36979 -2.46369 -2.23002  -0.0898
H: 3.26854 -2.67962 -0.22375  0.1129
H: 4.29452 -3.81024 -1.15271  0.1206
H: 5.84855 -1.87113 -1.84197  0.1262
H: 5.92833 -2.13213 -0.14384  0.1147
H: 4.53117 -0.14304 -1.46701  0.0371
H: 3.61662 -3.16616 -2.83600  0.0982
C: 3.17161 1.06312 -5.44478  -0.2020
C: 2.62766 0.25072 -4.25995  -0.2679
O: 3.40752 0.31666 -3.12771  -0.0686
O: 4.17833 0.44995 -6.29190  -0.0599
H: 3.50483 1.99298 -4.98388  0.1191
H: 2.28683 1.27087 -6.04653  0.1122
H: 2.62532 -0.81861 -4.47116  0.1140
H: 1.60697 0.57448 -4.05629  0.1090
H: 3.26473 -0.45868 -2.57993  0.0351
H: 3.69823 0.39252 -7.12124  0.0710
C: -0.10226 -2.06858 -4.48245  -0.2482
C: -1.52326 -2.61783 -4.60830  -0.1938
O: -1.66869 -3.82357 -3.83879  -0.0704
O: 0.01451 -1.42507 -3.25068  -0.0720
H: 0.13681 -1.32445 -5.24220  0.1175
H: 0.63306 -2.84116 -4.70724  0.1253
H: -1.71849 -2.98628 -5.61539  0.1205
H: -2.21739 -1.81935 -4.34615  0.1102
H: -2.32202 -4.39595 -4.24762  0.0984
H: 0.25606 -2.07263 -2.58441  0.1002
C: 0.16896 0.89303 4.51227  -0.2329
C: 1.63890 0.99704 4.20905  -0.1849
O: 2.13493 -0.16636 3.50645  -0.1003
O: -0.08971 0.06457 5.61966  -0.0522
H: -0.34901 0.49655 3.63900  0.1188
H: -0.13699 1.89703 4.80636  0.1232
H: 2.37058 1.26927 4.96972  0.1288
H: 1.82711 1.72959 3.42416  0.0957
H: 2.85628 0.15013 2.95772  0.0910
H: -0.64934 -0.65422 5.31674  0.0410
C: 2.56127 4.65534 1.70110  -0.2145
C: 3.14913 3.50416 0.85739  -0.2569
O: 2.47661 3.36106 -0.31595  -0.0547
O: 2.75418 4.48137 3.09664  -0.0613
H: 1.47777 4.56676 1.62188  0.0983
H: 2.87267 5.58439 1.22360  0.1202
H: 3.11867 2.54234 1.36932  0.1176
H: 4.19488 3.72963 0.64840  0.1255
H: 2.77192 3.94392 -1.01927  0.1269
H: 1.98656 4.72278 3.62017  0.0869
C: -3.47531 1.47321 1.27109  -0.1615
C: -4.99445 1.66659 0.76531  -0.1630
O: -5.90352 1.14934 1.74862  -0.0808
O: -3.22414 2.38008 2.35696  -0.1077
H: -2.66370 1.64609 0.56433  0.1047
H: -3.25164 0.49026 1.68567  0.0873
H: -5.16261 1.17630 -0.19356  0.1163
H: -5.12291 2.74766 0.71175  0.1132
H: -5.85514 1.53614 2.62592  0.0670
H: -3.96333 2.32783 2.96725  0.0802
C: -3.70934 -3.12189 3.71021  -0.1448
C: -3.05416 -1.75476 3.46168  -0.2824
O: -2.29366 -1.27950 4.46297  -0.0386
O: -2.67020 -4.16817 3.59558  -0.0825
H: -4.39419 -3.32061 2.88584  0.1256
H: -4.20263 -3.07648 4.68114  0.1222
H: -3.80095 -0.98660 3.26084  0.1149
H: -2.51006 -1.77388 2.51739  0.1069
H: -2.32013 -1.84314 5.23963  0.1083
H: -2.85188 -4.88298 4.21011  0.0889
C: 0.10912 -0.53019 0.39756  -0.1832
C: 0.52799 0.77596 -0.31172  -0.1619
O: 0.38266 1.93716 0.52605  -0.0920
O: -1.22735 -1.01032 0.18659  -0.0884
H: 0.32728 -0.41559 1.45934  0.0966
H: 0.76289 -1.29018 -0.03034  0.1082
H: 0.02611 0.89495 -1.27196  0.1168
H: 1.59161 0.63164 -0.50139  0.1113
H: 1.09715 2.52443 0.26872  0.0193
H: -1.20486 -1.96445 0.29016  0.0308
O: -3.42006 -1.07231 -1.55787  -0.0539
H: -3.20785 -0.50503 -2.29908  -0.0043
H: -2.65864 -1.00874 -0.98130  -0.0235
O: -0.82605 3.62825 2.28657  -0.0618
H: -0.35611 2.80650 2.14474  0.0016
H: -1.71324 3.35929 2.52487  0.0039
O: -1.78705 0.77614 -3.44724  -0.0370
H: -1.18965 0.03447 -3.54348  0.0025
H: -2.08595 0.96064 -4.33766  0.0737
O: -2.75707 2.81786 -2.11235  -0.0645
H: -2.23330 2.05029 -2.34199  -0.0369
H: -2.23159 3.28040 -1.45954  -0.0210
O: -2.17656 -3.85458 -1.14008  -0.0522
H: -1.65031 -3.84483 -0.34058  -0.0261
H: -1.53503 -3.89800 -1.84915  -0.0066
O: 1.27957 -2.58601 2.62559  -0.0374
H: 2.12121 -2.81804 2.23309  0.0497
H: 1.44853 -1.76502 3.08782  0.0015
O: -1.10256 4.61520 -0.45812  -0.0487
H: -1.03141 4.04213 0.30527  -0.0137
H: -1.00139 5.49908 -0.10494  0.0437
O: -0.90863 -3.63660 1.37450  -0.0474
H: -0.25725 -3.05693 1.76936  -0.0033
H: -1.54569 -3.79201 2.07180  0.0176

=====

Entry 2:
Here is C5H11NOS as an isolated structure in a non-equilibrium geometry from OMol25. Energies are from wB97M-V/def2-TZVPD.

Values from the calculation:
2S+1: 1
Net charge: 0
E_HOMO (eV): -8.31
Calculated total energy (Ha): -725.03774
Energy above the lowest of the compared OMol25 structures with the same formula, charge and spin (kJ/mol): 753.9
Gap between HOMO and LUMO (eV): 9.079

Last column: Löwdin charge in e.
Geometry (Å):
C: -1.45182 1.89959 -0.05316  -0.1575
C: -0.13231 -0.09075 -0.10802  -0.9240
C: -0.62235 -0.68764 1.19513  -0.2792
C: -1.07912 -1.04616 -0.83710  -0.1655
C: 2.27342 0.55399 0.72966  -0.3462
H: -1.26615 3.10768 0.77706  0.1679
H: -2.12331 2.07243 -1.15035  0.1277
H: -2.21968 0.97320 0.72531  0.1717
H: 0.33406 -1.46814 1.29982  0.1360
H: -0.62135 -0.11186 2.20958  0.1438
H: -2.47090 -1.94091 0.77107  0.2030
H: -0.58622 -2.10149 -1.13719  0.1484
H: -1.56038 -0.50129 -1.65246  0.1155
H: 2.31056 1.69854 0.51409  0.0799
H: 1.90272 0.37295 1.68220  -0.0101
H: 3.31082 0.07205 0.83526  0.0513
N: -1.71837 -1.11410 0.48604  -0.1160
O: -0.33072 1.19446 -0.51740  -0.2689
S: 1.48358 -0.48152 -0.60603  0.9220

=====

Entry 3:
Here is C14H33Cl2ErN2O2P2 as an isolated structure in a non-equilibrium geometry from OMol25. Energies are from wB97M-V/def2-TZVPD.

Values from the calculation:
2S+1: 4
Net charge: +2
E_HOMO (alpha / beta) (eV): -14.43 / -14.69
Calculated total energy (Ha): -3430.90765
Gap between HOMO and LUMO (alpha / beta) (eV): 3.103 / 4.713

Last column: Löwdin spin population.
Geometry (Å):
C: -3.41642 -0.45436 -0.34304  0.0534
C: -1.98174 -0.61203 0.07164  0.1325
H: -4.11099 -0.94505 0.36746  0.0032
H: -3.59355 -0.86368 -1.35792  -0.0004
H: -3.64986 0.62626 -0.35484  -0.0005
O: -1.60982 -0.88887 1.18645  0.2090
Cl: -1.31578 2.09196 -3.05400  -0.0529
Er: -0.21310 0.86001 -1.25702  3.0413
P: -0.46820 -1.80204 -2.23805  -0.1563
C: 0.01412 -3.28621 -1.28183  -0.0152
C: -1.85566 -2.46633 -3.22003  -0.0185
H: -1.50065 -3.27185 -3.87657  -0.0054
H: 0.71729 -2.74496 -4.15647  -0.0083
H: -2.27274 -1.65792 -3.83595  -0.0002
H: 0.89428 -0.96399 -4.07687  -0.0002
H: -0.75154 -3.51624 -0.53243  0.0000
H: -2.62706 -2.85174 -2.54284  0.0002
C: 0.88422 -1.88960 -3.48495  -0.0359
H: 0.15065 -4.15938 -1.93888  -0.0049
H: 1.85623 -2.00350 -2.98246  0.0000
H: 0.96286 -3.07745 -0.77286  0.0000
P: -0.52547 2.55015 0.99367  -0.0062
C: -0.14339 1.99302 2.69295  -0.0021
C: 0.69225 3.91561 0.84815  0.0003
H: -2.58369 3.57289 0.29094  0.0000
H: -1.82983 4.50618 1.61705  -0.0003
H: -2.70155 2.97178 1.97942  0.0000
C: -2.06299 3.49549 1.25533  -0.0017
H: 0.86316 4.12385 -0.21691  -0.0007
H: 0.30191 4.81056 1.35366  0.0001
H: 0.09085 2.85398 3.33790  -0.0003
H: 0.72394 1.32002 2.66415  0.0000
H: 1.64995 3.61371 1.29477  0.0001
H: -1.00565 1.44664 3.09467  0.0000
Cl: 1.69293 2.40093 -1.98846  -0.1000
C: 3.72083 0.32870 -1.09558  -0.0085
N: 3.54470 -0.40053 0.13536  0.0002
C: 4.74857 -1.03016 0.64356  -0.0003
C: 4.55513 -1.36602 2.09555  -0.0003
C: 3.31154 -2.19388 2.25988  -0.0007
N: 2.18608 -1.46739 1.68692  -0.0062
C: 0.86558 -1.86598 2.13928  0.0005
C: 2.31635 -0.68771 0.59182  -0.0007
O: 1.28502 -0.21936 -0.03453  -0.0101
H: 3.40267 -0.22439 -1.99260  0.0002
H: 4.79008 0.56123 -1.16800  -0.0004
H: 3.13410 1.27539 -1.07611  -0.0034
H: 4.97984 -1.93009 0.04583  0.0001
H: 5.55035 -0.30526 0.50759  0.0000
H: 4.47223 -0.44112 2.68702  0.0000
H: 5.42516 -1.93354 2.43433  -0.0001
H: 3.09037 -2.36255 3.31626  0.0000
H: 3.41804 -3.18590 1.78525  -0.0004
H: 0.34893 -2.48499 1.39460  -0.0008
H: 0.98630 -2.47947 3.03511  0.0001
H: 0.23911 -1.00131 2.38899  0.0005

=====

Entry 4:
Here is C35H41N6NaO3P as an isolated structure in a non-equilibrium geometry from OMol25. Energies are from wB97M-V/def2-TZVPD.

Values from the calculation:
2S+1: 1
Net charge: -1
E_HOMO (eV): -4.89
Calculated total energy (Ha): -2416.28740
Energy above the lowest of the compared OMol25 structures with the same formula, charge and spin (kJ/mol): 23.6
Gap between HOMO and LUMO (eV): 7.030

Last column: Löwdin charge in e.
Geometry (Å):
Na: 0.25855 -1.39047 -1.32758  0.2317
O: 2.17424 -3.96495 -3.78941  0.0484
C: 1.30473 -3.30917 -3.22463  -0.4550
N: 1.31066 -1.97533 -3.07731  0.0778
C: 1.35652 -1.09001 -4.06159  -0.4843
O: 0.90332 -1.22304 -5.20206  0.0138
C: 2.03721 0.21884 -3.71824  -0.1820
C: 2.28700 1.10471 -4.76690  -0.0074
C: 3.04250 2.23523 -4.52979  -0.0741
C: 3.52438 2.45259 -3.24669  -0.0755
C: 3.19926 1.53149 -2.26396  -0.1626
N: 2.47030 0.44568 -2.48214  0.1382
C: 0.15520 -4.04941 -2.57875  -0.1929
C: 0.26229 -5.42619 -2.40842  -0.0021
C: -0.84192 -6.13554 -1.97939  -0.0662
C: -2.01905 -5.44649 -1.73460  -0.0613
C: -2.02091 -4.07298 -1.91337  -0.1396
N: -0.96808 -3.38101 -2.32593  0.1214
H: 1.89080 0.85806 -5.74049  0.1094
H: 3.26550 2.93112 -5.32904  0.0986
H: 4.13983 3.31276 -3.02001  0.0960
H: 3.55032 1.66537 -1.24594  0.0865
H: 1.20853 -5.89939 -2.62496  0.1129
H: -0.79159 -7.20781 -1.83684  0.1007
H: -2.91045 -5.96340 -1.40521  0.0989
H: -2.91563 -3.49747 -1.70801  0.0942
N: -0.97341 -1.93599 0.46101  -0.0528
C: -2.27442 -2.16127 0.89965  -0.3000
C: -2.54781 -2.75108 2.14158  -0.0357
C: -3.84139 -2.81819 2.61914  -0.1015
C: -4.89719 -2.31419 1.87106  -0.1245
C: -4.63872 -1.72520 0.64234  -0.1110
C: -3.34374 -1.64437 0.16149  -0.0692
H: -1.72650 -3.14430 2.72304  0.1052
H: -4.03528 -3.27109 3.58419  0.0944
H: -5.91029 -2.37475 2.24691  0.0866
H: -5.46209 -1.33242 0.05494  0.0903
H: -3.13312 -1.18068 -0.79516  0.0837
C: -4.54039 1.19603 -2.37502  -0.0873
C: -3.57749 1.80406 -1.34946  -0.2246
C: -2.23700 1.26901 -1.49932  -0.2220
N: -1.18349 0.83478 -1.61069  0.2219
H: -5.51985 1.66542 -2.29014  0.0735
H: -4.64842 0.12598 -2.20598  0.0668
H: -4.16503 1.34569 -3.38592  0.0814
H: -3.91885 1.58755 -0.33414  0.1155
H: -3.52628 2.88888 -1.47262  0.1160
O: -0.35050 -4.01688 0.79847  -0.1417
N: -0.05119 -2.83189 0.51590  -0.1927
C: -0.69421 3.79724 1.11128  -0.1058
C: 0.76061 3.32810 1.02927  -0.6855
C: 1.63055 4.18953 1.94223  -0.0976
C: 1.23813 3.52782 -0.41592  -0.1215
P: 0.78000 1.42507 1.24965  1.1759
C: 2.55095 1.03945 1.59728  -0.3588
C: 3.10267 0.06346 0.76406  -0.1168
C: 4.40818 -0.36944 0.93970  -0.0718
C: 5.18628 0.16561 1.95319  -0.0941
C: 4.64793 1.12851 2.79368  -0.0920
C: 3.34192 1.55843 2.62248  -0.1103
C: -0.05042 1.00284 2.91217  -0.6816
C: -1.55224 0.91904 2.60104  -0.1128
C: 0.16533 1.92190 4.11323  -0.0909
C: 0.44172 -0.40619 3.25789  -0.0992
H: -0.76757 4.82257 0.73850  0.0810
H: -1.07134 3.78542 2.13281  0.0592
H: -1.33119 3.15823 0.49782  0.0590
H: 1.50467 5.23967 1.66047  0.0821
H: 2.68348 3.93955 1.82668  0.0659
H: 1.35670 4.09226 2.99196  0.0596
H: 1.01627 4.54537 -0.74958  0.0827
H: 0.75097 2.82622 -1.09424  0.0539
H: 2.31334 3.37323 -0.48977  0.0604
H: 2.50358 -0.35812 -0.03659  0.0769
H: 4.81415 -1.12738 0.28294  0.1095
H: 6.20545 -0.17028 2.09547  0.0967
H: 5.24878 1.54613 3.59233  0.0966
H: 2.94400 2.29413 3.30484  0.0798
H: -2.01182 1.90685 2.56275  0.0591
H: -2.06612 0.33638 3.36873  0.0838
H: -1.70796 0.41780 1.64617  0.0464
H: -0.13274 2.94955 3.90930  0.0532
H: 1.20251 1.91476 4.44562  0.0644
H: -0.45030 1.55843 4.94106  0.0834
H: 0.31313 -1.07109 2.40363  0.0529
H: -0.13972 -0.80071 4.09448  0.0849
H: 1.49325 -0.40866 3.54336  0.0735

=====

Entry 5:
Here is a single H3INPS molecule in a non-equilibrium geometry from OMol25. Energies are from wB97M-V/def2-TZVPD.

Values from the calculation:
2S+1: 3
Net charge: 0
E_HOMO (alpha / beta) (eV): -6.73 / -9.28
Calculated total energy (Ha): -1093.58172
Energy above the lowest of the compared OMol25 structures with the same formula, charge and spin (kJ/mol): 177.5
Gap between HOMO and LUMO (alpha / beta) (eV): 6.646 / 6.521

Last column: Löwdin spin population.
Geometry (Å):
N: 0.48402 -1.36258 -0.13646  0.0497
P: 0.59180 1.78311 -0.14497  0.9374
S: -0.28702 -0.10422 0.36709  0.2920
I: -2.70249 -0.06951 -0.04984  0.5739
H: 1.09988 -1.14366 -0.83814  0.0022
H: 1.43886 1.09247 -1.04142  0.0688
H: -0.62506 -0.19562 1.84374  0.0760